The following is a quantum chemistry calculation of C22H37BrN6O5SiV as an isolated structure, from the Open Molecules 2025 dataset.

XYZ file:
```
73
C22H37BrN6O5SiV (ωB97M-V/def2-TZVPD)
Br 9.57976 12.62692 14.46139
V 9.47795 9.67375 13.57199
Si 6.40427 7.61566 10.24532
O 5.29411 9.94489 10.86258
O 7.26587 8.96360 11.07622
O 8.05726 9.10331 15.07903
O 8.48358 7.62204 13.48985
O 11.04106 8.74679 14.73022
N 10.54945 9.30814 11.87610
N 8.08533 6.26094 16.54062
N 7.92089 11.37783 12.55152
N 11.08556 10.54621 11.91836
N 10.25990 8.92538 10.64584
N 10.44288 10.05094 9.87317
C 9.26863 12.13873 7.90778
C 6.49596 10.07968 10.99114
C 11.75057 11.50884 7.26856
C 11.09714 10.96673 10.61526
C 7.25104 11.31686 11.34176
C 7.96099 7.92965 14.60615
C 8.02712 13.75545 12.32679
C 4.70866 7.02255 10.92558
C 7.79909 4.80016 16.55548
C 12.47697 6.88759 14.11632
C 8.29058 12.55307 12.98241
C 6.78276 4.51554 15.48639
C 7.13158 12.47738 10.57404
C 10.34248 11.07801 7.53005
C 12.05774 8.08262 14.96494
C 7.80792 6.38209 10.52099
C 13.02725 8.36506 16.03225
C 7.32440 13.72482 11.17887
C 10.15750 9.87073 8.48764
C 6.49807 5.84255 14.73128
C 7.15749 6.94035 15.52450
C 6.28354 8.15626 8.39161
H 13.26762 9.43897 16.17486
H 7.02426 14.61873 10.63636
H 13.56154 6.68322 14.23902
H 5.39145 8.69217 8.02914
H 8.16974 6.33572 11.51087
H 8.70786 4.19869 16.52818
H 7.42574 4.54726 17.57148
H 11.39397 11.95888 10.28821
H 6.34012 7.16774 7.94462
H 12.32348 6.98113 13.02688
H 11.97909 12.49486 7.76982
H 9.09898 6.50451 16.33782
H 10.73350 8.98562 8.16203
H 12.49072 10.84150 7.80537
H 8.21827 11.79064 7.75950
H 6.74571 12.52075 9.52675
H 7.51717 5.39376 10.21088
H 6.90256 5.83540 13.69657
H 8.69703 6.58400 9.85687
H 9.40198 13.07129 7.34301
H 5.40440 5.97081 14.67099
H 6.38340 7.40624 16.16780
H 13.86836 7.67731 15.92483
H 5.91798 4.01801 15.94305
H 7.87556 6.57535 17.48494
H 12.00347 11.57661 6.19268
H 4.89178 6.01218 11.12738
H 11.73405 6.09468 14.43150
H 3.83138 7.23760 10.29578
H 9.97679 10.64334 6.55760
H 4.55930 7.38861 11.94078
H 9.09708 9.62026 8.40688
H 9.37333 12.34592 8.96608
H 8.35506 14.62877 12.93088
H 7.30504 3.84196 14.80882
H 7.11098 8.73209 8.04912
H 12.53707 8.20416 17.00462
```

Output
**Total charge**: +2
**DFT total energy**: -146185.8718 eV
**Orbital gap (spin up / spin down)**: 7.9 / 7.3 eV
**Energy above the lowest of the compared OMol25 structures with the same formula, charge and spin**: 0.4 kcal/mol
**2S+1**: 2
**LUMO energy (spin up / spin down)**: -0.188 / -0.188 Eh
**⟨S²⟩**: 0.75